No. 1
Density functional theory data (ωB97M-V/def2-TZVPD) for a structure of composition C35H42F9N9ORbSb at a distorted geometry.

```
! wB97M-V def2-TZVPD RIJCOSX def2/J DEFGRID3
* xyz 0 1
Rb 10.8218 10.0072 11.1655
C 13.1442 7.3233 11.5745
C 13.4586 8.1670 12.7670
C 14.7735 8.2340 13.2626
C 14.9982 9.0769 14.3167
C 13.9348 9.7156 14.9714
C 12.6568 9.5590 14.4156
N 12.4414 8.8006 13.3313
Sb 11.1247 10.2056 15.7646
C 10.0168 8.4385 15.3177
C 10.4381 7.1943 15.8604
C 9.7519 6.0741 15.4685
C 8.6303 6.2412 14.6499
C 8.2555 7.4822 14.2003
C 7.0681 7.7210 13.3395
N 8.9314 8.5965 14.5454
C 9.7783 11.4946 14.6497
C 8.4210 11.3339 14.9001
C 7.5838 12.1655 14.1709
C 8.0735 13.1411 13.3096
C 9.4475 13.2445 13.1713
C 9.8948 14.3517 12.2773
N 10.2564 12.4162 13.8194
H 13.7058 6.3706 11.5059
H 13.3535 7.8882 10.7044
H 12.0981 7.0797 11.5362
H 15.5288 7.6404 12.8148
H 16.0095 9.2175 14.6297
H 14.0464 10.3896 15.8207
H 11.3554 7.1601 16.4284
H 10.0232 5.0759 15.6599
H 8.0939 5.3475 14.3560
H 6.2891 8.3217 13.8002
H 6.5285 6.7745 13.0916
H 7.2955 8.2168 12.4032
H 8.1289 10.5151 15.5364
H 6.5047 12.0232 14.3761
H 7.4879 13.7549 12.6174
H 10.9253 14.6883 12.4571
H 9.2018 15.1434 12.4836
H 9.8736 14.0455 11.2484
C 9.1373 13.7439 6.1553
N 8.5951 12.7510 7.1277
C 7.3730 12.0516 6.8097
C 9.0384 12.9175 8.3677
N 9.8805 13.8143 8.7729
N 8.6283 11.9960 9.3981
C 7.3283 12.4513 9.7856
N 6.5588 11.5653 10.4514
N 7.0546 13.7358 9.7705
H 8.9174 13.4367 5.0977
H 10.1851 13.7613 6.2443
H 8.7659 14.7386 6.3382
H 7.0562 11.2987 7.5547
H 7.4077 11.3990 5.9113
H 6.5277 12.7369 6.6156
H 10.0914 14.4628 8.0490
H 8.6496 11.0207 9.2484
H 6.9014 10.6049 10.4037
H 5.6081 11.8000 10.7034
H 6.1383 13.9253 10.2275
C 15.2311 12.7794 11.1023
N 13.8763 12.6622 11.5334
C 13.5623 13.8027 12.3633
C 13.0044 12.7420 10.3506
C 12.9803 11.6584 9.2980
C 12.3901 11.8780 7.9768
C 12.4692 11.0646 6.8983
C 13.3999 9.9333 7.0333
C 13.9352 9.6261 8.3656
C 13.6965 10.4462 9.4879
H 15.8973 12.5636 11.9334
H 15.4940 13.7245 10.6870
H 15.4114 11.9259 10.4389
H 14.1535 10.3422 10.3442
H 13.7633 14.7064 11.8307
H 14.2882 13.7813 13.2112
H 12.5332 13.7525 12.6624
H 13.3700 13.6464 9.8838
H 12.0138 12.9268 10.7755
H 11.7711 12.7486 7.8045
H 11.9772 11.4264 6.0238
H 13.5894 9.3823 6.0995
H 14.4649 8.6246 8.6005
F 6.0885 7.6781 9.8065
C 6.9347 7.6535 8.7654
F 6.6454 6.5009 8.1097
F 6.6019 8.6584 7.9570
C 8.3870 7.9117 9.3079
O 8.3739 8.8546 10.2185
C 9.2828 8.2471 8.0267
F 9.1375 9.5292 7.6141
F 9.0135 7.4651 6.9934
F 10.5659 8.0528 8.3291
C 8.9337 6.5436 9.8471
F 8.0662 5.9613 10.7364
F 9.1435 5.6424 8.8845
F 10.0775 6.7402 10.5287
*
```

## Properties
Relative energy (zero: lowest compared OMol25 entry of this formula, charge and spin) (kcal/mol): 0.0
LUMO energy (eV): 0.21
E (eV): -84084.3388
HOMO energy (hartree): -0.30923

Here are the Löwdin charges for atoms 1 to 6, given in e:
1 Rb 0.73
2 C -0.02
3 C -0.34
4 C -0.01
5 C -0.06
6 C -0.12

---

No. 2
Density functional theory data (ωB97M-V/def2-TZVPD) for the molecule C10H10S2Si at a distorted geometry.

```
! wB97M-V def2-TZVPD RIJCOSX def2/J DEFGRID3
* xyz 0 1
C 1.9621 2.1531 0.0408
C -1.4928 2.4197 -0.1011
C 3.2405 1.5708 -0.0927
C -2.7675 2.0109 -0.0265
C 0.8566 1.3341 -0.1074
C -0.5501 1.3888 -0.0170
C 1.5258 -0.3309 0.1184
C -1.1495 0.1680 0.0977
C -0.1083 -2.2866 -1.5635
C -0.6076 -2.6241 1.5144
Si -0.0734 -1.3425 0.0716
S 3.1908 -0.1474 0.0517
S -2.8532 0.2895 0.0880
H 1.7885 3.2299 0.2139
H -1.3335 3.4417 0.0448
H 4.2464 1.8372 0.0939
H -3.6233 2.6305 0.0902
H 0.5189 -3.1003 -1.6571
H -1.1183 -2.6306 -1.5000
H 0.1137 -1.5890 -2.3515
H -1.5017 -2.9903 1.1973
H 0.2562 -3.3628 1.3623
H -0.5205 -2.0695 2.4318
*
```

## Properties
Structure (SMILES): C[Si]1(C)c2sccc2-c2ccsc21
Relative energy (zero: lowest compared OMol25 entry of this formula, charge and spin) (kcal/mol): 45.9
LUMO energy (eV): -0.07
E (eV): -40077.8411
HOMO energy (hartree): -0.27021

Here are the Löwdin charges for atoms 1 to 6, given in e:
1 C -0.17
2 C -0.14
3 C -0.41
4 C -0.39
5 C -0.13
6 C -0.35

---

No. 3
Density functional theory data (ωB97M-V/def2-TZVPD) for a structure of composition C61H134AsF6NO22 at a distorted geometry.

```
! wB97M-V def2-TZVPD RIJCOSX def2/J DEFGRID3
* xyz 0 1
C 2.4784 -4.0005 3.0195
C 1.7210 -5.1593 2.4082
C 0.5935 -4.7362 1.4732
C -0.2344 -5.9119 1.0152
N -1.4857 -5.5115 0.3133
C -2.4918 -4.8333 1.2179
C -3.1732 -5.9496 1.9934
C -2.9545 -7.2135 1.1354
C -2.2546 -6.7184 -0.1259
C -1.2222 -4.6035 -0.8725
C -0.2214 -5.1058 -1.8889
C -0.1563 -4.0749 -3.0215
H 3.1549 -4.3893 3.7853
H 1.8463 -3.2633 3.5161
H 3.1112 -3.4681 2.3069
H 1.2999 -5.7573 3.2284
H 2.3778 -5.8814 1.9107
H 1.0027 -4.2151 0.6040
H -0.0128 -3.9985 2.0048
H -0.5068 -6.6233 1.7960
H 0.3170 -6.5427 0.3115
H -3.2092 -4.3530 0.5575
H -2.0039 -4.0980 1.8476
H -4.2291 -5.7137 2.1263
H -2.7592 -6.1434 2.9805
H -3.8026 -7.8587 0.9218
H -2.2615 -7.8550 1.6865
H -2.9867 -6.3861 -0.8591
H -1.6087 -7.4791 -0.5550
H -1.0022 -3.6240 -0.4610
H -2.2265 -4.4993 -1.2885
H -0.5437 -6.0830 -2.2505
H 0.7654 -5.1142 -1.4255
H 0.2171 -3.1445 -2.5763
H -1.1350 -3.8221 -3.4285
H 0.5547 -4.3360 -3.8005
As -0.5736 -0.3430 -0.1847
F 0.0165 0.6571 -1.4417
F -1.3746 -1.3589 -1.3545
F -1.2656 -1.3690 1.0576
F 0.1174 0.6753 1.0180
F -2.0086 0.6222 -0.0837
F 0.8099 -1.3687 -0.2134
C 0.2666 3.1601 4.0108
C -0.8962 3.6561 4.8458
C -0.5455 4.2275 6.2300
C 0.2593 3.3163 7.1241
C -0.4407 2.0929 7.6898
C 0.2157 1.5635 8.9569
H 0.7840 2.3532 4.5386
H 1.0292 3.9100 3.7826
H -0.0585 2.7341 3.0580
H -1.4304 4.4401 4.3017
H -1.6052 2.8268 4.9579
H -1.5107 4.4972 6.6704
H -0.0096 5.1629 6.0431
H 1.1279 2.9503 6.5491
H 0.8328 3.8439 7.8957
H -1.4972 2.3191 7.8913
H -0.4993 1.2801 6.9589
H 1.2072 1.1675 8.7033
H 0.3738 2.3215 9.7237
H -0.3222 0.7154 9.3848
C 4.4201 2.1838 3.7250
O 4.1806 1.4225 2.5722
C 3.1969 0.4332 2.8146
C 3.1745 -0.5811 1.7042
O 4.2687 -1.4793 1.8095
C 4.5645 -2.0724 0.5585
C 5.7085 -3.0379 0.6617
O 6.8222 -2.4376 1.2917
C 7.9555 -3.2546 1.1921
H 5.1692 2.9346 3.4733
H 4.8543 1.5905 4.5419
H 3.5077 2.6735 4.0858
H 2.2208 0.9390 2.8217
H 3.3702 -0.0794 3.7687
H 3.1518 -0.0427 0.7494
H 2.2581 -1.1830 1.7154
H 4.7730 -1.3230 -0.2127
H 3.6671 -2.6503 0.2782
H 6.0161 -3.3224 -0.3526
H 5.4242 -3.9141 1.2594
H 8.2917 -3.3635 0.1510
H 7.7794 -4.2581 1.6005
H 8.7490 -2.7705 1.7548
C -10.3838 -4.0360 0.3300
O -9.7257 -3.3656 1.3723
C -8.5608 -4.0182 1.7909
C -7.7006 -3.0813 2.6073
O -6.4221 -3.6937 2.7005
C -5.3763 -2.8086 3.0759
C -5.0044 -1.8284 1.9925
O -4.7124 -2.5154 0.7987
C -4.5794 -1.6485 -0.2960
H -11.1153 -3.3638 -0.1116
H -10.8961 -4.9382 0.6907
H -9.6843 -4.3547 -0.4537
H -7.9641 -4.3719 0.9374
H -8.7647 -4.9256 2.3813
H -8.0890 -2.9706 3.6272
H -7.6424 -2.1061 2.1195
H -4.5287 -3.4587 3.2874
H -5.6804 -2.2522 3.9688
H -4.1083 -1.2720 2.3076
H -5.7874 -1.0786 1.8170
H -4.2754 -2.2195 -1.1748
H -3.8384 -0.8524 -0.1843
H -5.5360 -1.1617 -0.5323
C -7.0223 1.9045 -2.3776
O -5.6973 2.1164 -2.7667
C -4.8587 1.0329 -2.4825
C -3.6416 1.0496 -3.3735
O -4.0754 0.8978 -4.7214
C -3.1675 0.2809 -5.6060
C -2.9583 -1.1994 -5.3086
O -4.1304 -1.9791 -5.4570
C -4.4713 -2.2042 -6.8014
H -7.4447 0.9940 -2.8371
H -7.6313 2.7287 -2.7391
H -7.1107 1.7618 -1.2926
H -5.3601 0.0848 -2.7282
H -4.4934 0.9999 -1.4470
H -3.0182 0.2006 -3.0719
H -3.0477 1.9671 -3.3340
H -2.2054 0.8144 -5.6174
H -3.6202 0.3943 -6.5913
H -2.6711 -1.2969 -4.2596
H -2.1509 -1.6286 -5.9157
H -4.7924 -1.2799 -7.3004
H -5.3395 -2.8610 -6.8226
H -3.6449 -2.6319 -7.3796
C 2.5252 2.9539 -0.7360
O 3.7822 3.4937 -0.4122
C 4.8505 2.5748 -0.4517
C 5.9996 3.2436 0.2674
O 7.1970 2.4933 0.3355
C 7.1573 1.3118 1.0900
C 8.5519 0.9006 1.4772
O 9.2061 1.9749 2.0976
C 10.5999 1.8247 2.1168
H 2.6642 2.1571 -1.4781
H 1.8891 3.7040 -1.2045
H 2.0542 2.5086 0.1474
H 5.0862 2.3184 -1.4894
H 4.6152 1.6498 0.0935
H 5.6819 3.4680 1.2955
H 6.2888 4.2014 -0.1658
H 6.6499 0.5019 0.5493
H 6.5710 1.3731 2.0181
H 9.1151 0.5267 0.6082
H 8.4576 0.0511 2.1663
H 11.0403 2.7033 2.5834
H 11.0295 1.7353 1.1096
H 10.8922 0.9283 2.6839
O -0.0631 -1.0242 -6.9487
C 0.3077 -0.2235 -6.1290
O 0.7791 0.9934 -6.4439
C 1.1533 1.2374 -7.7997
C 2.3209 2.2190 -7.7667
C 0.2594 -0.4270 -4.6549
H 0.3211 1.6252 -8.3846
H 1.4965 0.3009 -8.2414
H 2.6810 2.4233 -8.7729
H 3.1200 1.8047 -7.1532
H 1.9897 3.1473 -7.2962
H -0.6301 -0.9764 -4.3491
H 0.3408 0.4934 -4.0832
H 1.0679 -1.0870 -4.3285
O -0.0795 5.5979 -2.9137
C 0.0262 4.8874 -3.8789
O 0.2542 5.3399 -5.1155
C 0.4386 6.7651 -5.2591
C 0.2104 7.1070 -6.7092
C -0.1950 3.4021 -3.8401
H 1.4142 7.0497 -4.8680
H -0.3214 7.2444 -4.6387
H -0.7835 6.7799 -7.0215
H 0.9295 6.6311 -7.3752
H 0.2136 8.1888 -6.8482
H 0.2435 2.8841 -4.6914
H -1.2699 3.2317 -3.7835
H 0.2276 2.9829 -2.9279
O -3.1614 -2.2647 5.4483
C -2.9135 -1.1550 5.8700
O -2.1669 -0.2590 5.2327
C -1.5743 -0.5884 3.9623
C -0.0608 -0.6374 4.1156
C -3.2186 -0.6908 7.2613
H -1.7724 0.2940 3.3538
H -1.9639 -1.4918 3.5063
H 0.2925 -1.4386 4.7601
H 0.2299 0.3561 4.4586
H 0.3644 -0.6758 3.1112
H -4.1042 -1.1646 7.6816
H -3.4603 0.3747 7.2623
H -2.3824 -0.8790 7.9308
O 3.8805 -1.1403 -4.4087
C 3.7714 -0.3330 -3.5186
O 4.5245 0.7652 -3.4249
C 5.4595 0.9974 -4.4873
C 6.0943 2.3586 -4.2911
C 2.8263 -0.4833 -2.3684
H 4.9721 0.9373 -5.4602
H 6.1902 0.1866 -4.4681
H 5.3741 3.0631 -3.8659
H 6.2854 2.7870 -5.2785
H 6.9931 2.3753 -3.6822
H 2.5830 -1.5236 -2.1764
H 1.9376 0.1214 -2.5147
H 3.3008 -0.1182 -1.4568
O -0.8786 7.6819 0.7490
C -1.9658 7.2196 0.5350
O -2.2176 5.9111 0.4017
C -1.0932 5.0153 0.4161
C -1.4213 3.8445 -0.4756
C -3.2336 8.0168 0.3827
H -0.9288 4.6673 1.4372
H -0.2203 5.5386 0.0306
H -1.7744 4.1813 -1.4486
H -2.2580 3.2740 -0.0600
H -0.5912 3.1465 -0.5677
H -3.8169 7.6818 -0.4710
H -2.9581 9.0632 0.2560
H -3.8557 7.9702 1.2766
*
```

## Properties
LUMO energy (eV): -0.16
E (eV): -189108.5792
HOMO energy (hartree): -0.33234

Here are the Löwdin charges for atoms 1 to 6, given in e:
1 C -0.08
2 C -0.25
3 C -0.17
4 C -0.12
5 N -0.22
6 C -0.08

---

It is found that the orbital gap values, taken in the order of the records, are 8.6; 7.3; 8.9 eV.